{"formula": "C5H12N", "method": "ωB97M-V with the def2-TZVPD basis set", "max_force_ev_per_a": 1.08, "total_charge": 0, "e_lumo_ev": [1.10, -0.66], "orbital_gap_ev": [9.58, 9.06], "s2": 0.78, "e_tot_ha": -252.3858, "e_homo_ha": [-0.31132, -0.35735], "multiplicity": 2, "relative_energy_kj_mol": 0.0, "species": ["H", "H", "C", "H", "C", "C", "H", "N", "C", "H", "H", "H", "C", "H", "H", "H", "H", "H"], "xyz": [[4.5565, -0.8035, -0.9609], [3.3202, -1.7231, -1.9124], [-0.0301, 0.5893, -0.5366], [2.8590, -0.6435, -0.5662], [-3.0979, -0.0161, 1.0168], [-1.6301, -0.4431, 1.1764], [-0.5116, 1.4415, 1.3606], [0.9170, 1.4220, -0.9003], [3.5561, -0.7993, -1.3963], [-0.2167, -0.2382, -1.2205], [-3.2710, 0.3100, -0.0130], [-1.4397, -0.6576, 2.2268], [-0.6865, 0.6008, 0.6899], [3.4249, 0.0413, -2.0671], [0.9008, 2.3026, -0.3870], [-3.7973, -0.8283, 1.2069], [-1.4823, -1.3528, 0.5950], [-3.3711, 0.7981, 1.6879]], "forces_ev_per_angstrom": [[0.021, -0.129, -0.303], [0.123, -0.147, 0.013], [0.439, 0.079, 0.372], [0.013, -0.149, -0.211], [-0.140, 0.175, -0.278], [-0.287, -0.023, -0.348], [0.093, -0.008, -0.149], [-0.433, 0.265, -0.951], [-0.239, 0.297, 0.627], [0.112, -0.193, 0.137], [-0.031, 0.060, 0.124], [0.116, -0.128, 0.053], [-0.345, 0.333, 0.302], [0.114, 0.088, -0.124], [0.123, -0.290, 0.577], [0.126, -0.181, 0.110], [0.079, -0.148, 0.085], [0.114, 0.100, -0.037]], "lowdin_spin": [0.0000, 0.0001, 0.0367, 0.0005, 0.0349, 0.0599, 0.0171, 0.4166, 0.0005, -0.0060, 0.0012, 0.0095, 0.4135, -0.0003, 0.0093, 0.0039, 0.0023, 0.0002]}